A cluster of 4 separate species, C18H36N3O4 in total, computed with ωB97M-V with the def2-TZVPD basis set.

Positions of all 61 atoms, in Å:
N -0.199 0.087 0.272
H -0.887 0.801 -0.093
H 0.666 0.231 -0.287
H -0.601 -0.889 0.200
H -0.017 0.447 1.230
C -1.009 3.401 3.444
C -1.030 2.493 2.353
C -1.928 2.848 1.111
O -1.807 2.089 0.109
C -2.758 3.983 1.159
C -2.682 4.843 2.268
C -1.786 4.556 3.456
O -1.660 5.366 4.406
O -3.364 5.895 2.218
O -0.345 1.442 2.315
H -0.355 3.235 4.289
H -3.341 4.213 0.281
C 2.657 1.277 -3.655
C 1.669 0.873 -2.563
N 2.235 0.499 -1.282
C 2.951 -0.775 -1.305
C 3.267 -1.275 0.101
C 2.927 1.587 -0.600
C 2.168 2.898 -0.519
H 2.064 1.571 -4.523
H 3.348 0.493 -3.966
H 3.220 2.134 -3.286
H 0.955 1.695 -2.455
H 0.987 0.061 -2.848
H 2.317 -1.519 -1.792
H 3.852 -0.648 -1.919
H 4.213 -0.872 0.465
H 2.530 -0.956 0.839
H 3.339 -2.363 0.102
H 3.917 1.777 -1.045
H 3.108 1.297 0.439
H 2.089 3.337 -1.515
H 2.611 3.623 0.160
H 1.167 2.730 -0.110
C -1.134 -4.451 -1.425
C -0.650 -3.047 -1.044
N -1.218 -2.511 0.194
C -0.832 -3.317 1.369
C -0.897 -2.480 2.658
C -2.670 -2.281 0.181
C -3.120 -1.415 -0.992
H -1.070 -5.199 -0.640
H -0.493 -4.789 -2.244
H -2.145 -4.367 -1.827
H 0.432 -3.125 -0.906
H -0.849 -2.342 -1.851
H -1.488 -4.192 1.436
H 0.198 -3.666 1.286
H -1.216 -3.060 3.520
H 0.125 -2.143 2.848
H -1.451 -1.551 2.536
H -2.955 -1.749 1.090
H -3.254 -3.210 0.224
H -4.163 -1.111 -0.900
H -3.080 -1.994 -1.918
H -2.561 -0.482 -1.046

The orbital gap comes out at 5.28 eV. Its net charge is -1. The value obtained for the calculated total energy is -31910.4061 eV. The HOMO energy is -3.16 eV.

Atom charges from the Mulliken analysis, given in e for atoms 1 to 8: 0.8321 0.6374 -0.0182 -0.1615 0.7033 -0.8517 0.5360 0.7078